[1]
108
Properties=species:S:1:pos:R:3 method="wB97M-V/def2-TZVPD" e_above_lowest_ev=0.285 smiles=CC(C)O.CC(C)O.CC(C)O.CC(C)O.CC(C)O.CC(C)O.CCO.CCO.CCO.CCO orbital_gap_ev=9.486 charge=0
C -5.20433 -0.68502 0.23980
C -4.63016 -1.80429 -0.61593
C -5.72101 -2.77946 -1.04996
O -4.06272 -1.26535 -1.81714
H -4.43352 0.04021 0.53078
H -5.58477 -1.09300 1.17876
H -5.95584 -0.08581 -0.27530
H -3.86656 -2.34591 -0.05376
H -6.51159 -2.27957 -1.60462
H -6.19572 -3.27928 -0.19761
H -5.22592 -3.57257 -1.61199
H -4.29344 -0.32251 -1.87040
C -2.49600 -1.20059 2.74381
C -2.68878 -2.49948 3.53974
C -4.08119 -3.06502 3.44788
O -1.79820 -3.49669 3.05883
H -2.86962 -1.39822 1.73679
H -1.46164 -0.86184 2.70372
H -3.08665 -0.40682 3.21030
H -2.43810 -2.27581 4.58790
H -4.87928 -2.38081 3.74365
H -4.18748 -3.93146 4.10340
H -4.26250 -3.41690 2.42928
H -0.93283 -3.34634 3.47641
C -1.22284 3.71153 1.11926
C -1.94663 5.03060 0.85438
C -2.62357 5.55148 2.13095
O -0.99397 6.00028 0.41639
H -1.87704 2.85739 1.29477
H -0.53801 3.82551 1.96586
H -0.61753 3.45589 0.24793
H -2.70293 4.82147 0.09663
H -1.83655 5.68830 2.87823
H -3.34592 4.80136 2.46159
H -3.12177 6.51186 2.01858
H -0.36136 6.10926 1.13413
C 3.07924 -3.61397 4.29108
C 1.89473 -3.15789 3.45060
C 1.59252 -4.08287 2.29371
O 0.71902 -3.08948 4.27823
H 3.89045 -3.88444 3.60417
H 2.92658 -4.52074 4.87606
H 3.47944 -2.80681 4.90816
H 2.11572 -2.15979 3.04792
H 1.20303 -5.05075 2.62661
H 2.53226 -4.33980 1.79891
H 0.86953 -3.73521 1.55777
H 0.99115 -2.75915 5.14047
C 1.18298 -0.85834 0.32815
C -0.16263 -0.87642 -0.36929
C -0.91089 0.45916 -0.28909
O -0.06242 -1.14459 -1.76491
H 1.68356 -1.82922 0.29613
H 0.99489 -0.64496 1.38367
H 1.86641 -0.14474 -0.13096
H -0.77619 -1.63731 0.11883
H -1.08831 0.66752 0.77582
H -1.90459 0.36990 -0.72864
H -0.40826 1.30311 -0.76032
H 0.69495 -0.66730 -2.14118
C 3.52824 -1.54227 -6.59377
C 3.42933 -2.76984 -5.69977
C 3.55457 -2.40531 -4.22900
O 2.19920 -3.45115 -5.86833
H 2.87833 -0.72235 -6.27137
H 3.28853 -1.70751 -7.64685
H 4.54509 -1.14052 -6.55931
H 4.25942 -3.43737 -5.96523
H 3.51156 -3.29649 -3.60415
H 2.73186 -1.73253 -3.98034
H 4.49463 -1.89830 -4.00433
H 1.83060 -3.28211 -6.73726
C 4.10618 0.42434 3.52294
C 2.66505 0.85028 3.63447
O 2.60355 2.25666 3.77042
H 4.54627 0.90123 2.64729
H 4.27928 -0.64685 3.52429
H 4.59586 0.86818 4.39792
H 2.08830 0.34537 4.42018
H 2.12216 0.56469 2.72008
H 1.76360 2.57329 4.10157
C 2.31643 3.28981 0.75566
C 2.20922 3.97110 -0.59830
O 1.37047 3.24420 -1.50191
H 3.24078 3.64879 1.21153
H 2.27689 2.20243 0.72145
H 1.51676 3.58527 1.43785
H 3.22270 4.09880 -0.99509
H 1.84197 4.99637 -0.50077
H 0.70781 3.84524 -1.85214
C -2.52429 1.50904 -3.45141
C -3.52781 2.12770 -2.48657
O -4.78044 1.44095 -2.44588
H -2.46583 0.42141 -3.38280
H -1.49559 1.84046 -3.26793
H -2.63809 1.79162 -4.50467
H -3.69129 3.18582 -2.71183
H -3.08236 1.98348 -1.49938
H -5.11744 1.44312 -3.35286
C 4.34683 1.17875 -3.23456
C 3.52912 0.45560 -2.18128
O 2.13170 0.65365 -2.41569
H 3.97089 2.17454 -3.48036
H 4.32713 0.67934 -4.20961
H 5.39937 1.24389 -2.94394
H 3.81928 0.85282 -1.19714
H 3.73954 -0.61273 -2.16700
H 1.98743 1.58886 -2.16969



[2]
141
Properties=species:S:1:pos:R:3 method="wB97M-V/def2-TZVPD" spin_multiplicity=2 orbital_gap_ev="5.394 / 7.088" s_squared=0.758 charge=-1
O -3.46618 0.46829 -2.49107
V -2.58914 1.13113 -1.34516
O -2.95285 2.67050 -1.17588
O 0.23002 -0.52197 1.03796
C -0.76070 0.00151 0.31301
O -1.00327 1.19535 0.27224
O -1.34449 -0.67323 -0.57538
H 0.45525 0.22777 1.59361
C 0.44057 4.29665 0.60642
O 0.93715 5.59194 0.39112
P 2.50884 5.93842 0.68124
O 3.39422 5.23650 -0.29668
O 2.58855 7.55964 0.55378
C 2.47414 8.14405 -0.69757
O 2.65063 5.55127 2.24940
C 1.80742 6.03687 3.28882
H 1.16979 3.62850 1.06458
H 0.14655 3.86172 -0.34882
H -0.39694 4.24011 1.30174
H 3.30860 8.81822 -0.89062
H 1.58269 8.76328 -0.59774
H 2.27042 7.35036 -1.41637
H 2.34514 6.68443 3.98135
H 1.51048 5.11677 3.79212
H 0.92961 6.58574 2.94778
C 4.16861 -5.47954 -3.77422
O 3.52565 -4.34874 -4.32681
P 2.02849 -3.87018 -3.78220
O 1.00209 -4.89396 -4.01256
O 1.83033 -2.52637 -4.66435
C 2.58324 -1.39234 -4.53030
O 2.27358 -3.32921 -2.26781
C 1.22782 -2.76163 -1.43126
H 3.76691 -5.71324 -2.78825
H 5.23775 -5.27951 -3.70337
H 3.91643 -6.32023 -4.42056
H 3.49497 -1.68017 -4.00683
H 2.00044 -0.60601 -4.05058
H 2.95177 -1.10559 -5.51521
H 0.30125 -2.67038 -1.99803
H 1.44254 -1.80764 -0.94970
H 0.93819 -3.47244 -0.65732
C -0.50019 -1.12646 -7.89085
O -1.26683 -1.30231 -6.73765
P -2.12101 -2.63858 -6.51378
O -3.22280 -2.83029 -7.50008
O -2.60713 -2.44018 -4.95197
C -1.68610 -2.15222 -3.90294
O -1.04912 -3.85740 -6.38424
C -1.59250 -5.16006 -6.44414
H 0.49577 -1.00916 -7.46377
H -0.87410 -0.22840 -8.38256
H -0.51779 -2.02290 -8.51068
H -1.95931 -1.25141 -3.35341
H -0.63951 -2.11689 -4.20544
H -1.73914 -2.93107 -3.14223
H -2.66668 -5.15978 -6.62915
H -1.31655 -5.65098 -5.51090
H -1.12968 -5.71214 -7.26213
C -2.10043 1.98592 3.35307
O -1.73695 1.97215 4.72972
P -2.82518 2.13380 5.93938
O -2.30335 2.39212 7.31347
O -3.71137 3.39748 5.46382
C -3.06143 4.60908 5.36677
O -3.78219 0.79800 5.81464
C -5.14553 0.95902 6.33169
H -1.35726 2.47005 2.71949
H -3.08275 2.38324 3.09758
H -2.17905 0.95987 2.99372
H -3.23556 5.04286 4.38208
H -1.97157 4.62322 5.37779
H -3.40230 5.37699 6.06120
H -5.64350 1.82890 5.90338
H -5.07421 0.94208 7.41922
H -5.79375 0.10199 6.14891
C 0.45081 1.32862 -6.02682
O 0.42281 2.42604 -5.08953
P 0.27579 2.21387 -3.46529
O -0.97493 1.50547 -2.97678
O 1.70009 1.63825 -3.06986
C 2.07191 1.53862 -1.69575
O 0.36409 3.74053 -2.96416
C 1.49386 4.54304 -3.24422
H 1.35727 1.34589 -6.63191
H -0.33319 1.33359 -6.78406
H 0.24523 0.33307 -5.63349
H 2.03240 0.48688 -1.41225
H 1.37857 2.16451 -1.13392
H 3.08465 1.92850 -1.59365
H 1.83140 4.46407 -4.27764
H 2.38529 4.36969 -2.64140
H 1.19219 5.57456 -3.06237
C -0.87530 -3.49912 2.16093
O -1.31829 -3.67589 3.49944
P -0.42847 -3.66295 4.80487
O -1.08025 -4.05985 6.06843
O 0.09791 -2.12004 4.84860
C -0.71222 -0.94816 4.80912
O 0.84789 -4.57349 4.39618
C 1.83322 -4.83437 5.45289
H -0.07614 -2.76197 2.08317
H -1.66700 -3.09597 1.52943
H -0.65650 -4.48510 1.75095
H -1.78506 -1.12136 4.89345
H -0.55916 -0.42124 3.86730
H -0.39518 -0.23641 5.57134
H 1.73698 -5.81172 5.92579
H 1.93376 -4.07161 6.22501
H 2.75826 -4.90023 4.88010
C 4.12725 1.59407 1.69529
O 3.97934 1.14507 3.04212
P 2.60288 1.45805 3.82136
O 1.40559 1.04347 3.07790
O 2.84771 0.70121 5.24610
C 2.80504 -0.70990 5.32356
O 2.61479 3.03994 4.20539
C 3.72993 3.53947 4.94562
H 4.85878 2.40137 1.66007
H 3.19110 1.91922 1.24142
H 4.50446 0.76271 1.09977
H 2.56461 -1.17753 4.36878
H 1.98464 -0.87718 6.02146
H 3.60971 -1.15964 5.90522
H 3.43899 4.39921 5.54921
H 4.45682 3.90031 4.21795
H 4.24480 2.76883 5.51929
O -4.35482 -4.83949 0.46797
C -3.59716 -4.88328 -0.47247
O -3.46223 -3.94962 -1.38030
C -4.15680 -2.71803 -1.41936
C -5.29817 -2.66716 -2.44836
C -2.68299 -6.04620 -0.75927
H -3.43353 -1.97108 -1.74655
H -4.46502 -2.34774 -0.44161
H -4.87686 -2.92859 -3.41906
H -5.77244 -1.70130 -2.62237
H -6.10341 -3.38283 -2.28250
H -1.63925 -5.77662 -0.59785
H -2.94256 -6.35076 -1.77315
H -2.94143 -6.87492 -0.10009



[3]
115
Properties=species:S:1:pos:R:3 method="wB97M-V/def2-TZVPD" e_above_lowest_ev=1.606 smiles=COC[C@H](C)N.COC[C@H](C)N.COC[C@H](C)N.COC[C@H](C)N.COC[C@H](C)N.OCCO.OCCO.OCCO orbital_gap_ev=9.560 charge=0
C -1.48713 0.66639 -4.91641
O -2.49495 -0.20391 -4.41395
C -2.53334 0.02998 -3.00602
C -3.70075 -0.77853 -2.51298
C -5.01851 -0.41196 -3.19937
N -3.68394 -0.47580 -1.05725
H -0.94107 0.15744 -5.65450
H -0.75515 1.02204 -4.14157
H -1.97124 1.55430 -5.37801
H -1.58945 -0.31822 -2.53313
H -2.86144 1.10070 -2.85181
H -3.50744 -1.84267 -2.63663
H -5.03321 0.67704 -3.21021
H -5.83686 -0.79494 -2.54912
H -5.12628 -0.75764 -4.19500
H -4.33118 -1.00257 -0.47300
H -4.01860 0.52881 -0.83055
C -3.71194 -3.04091 6.40825
O -2.85970 -2.53072 5.43512
C -1.60565 -3.15920 5.40811
C -0.57833 -2.44227 4.51232
C 0.67758 -3.24982 4.32418
N -0.18909 -1.07476 5.10468
H -3.41079 -2.89188 7.44773
H -4.02209 -4.10947 6.23227
H -4.73168 -2.56072 6.39467
H -1.21009 -3.25224 6.44187
H -1.84677 -4.16923 5.01827
H -1.07077 -2.27347 3.55050
H 0.39328 -4.18352 3.99475
H 1.16840 -3.41669 5.26696
H 1.50720 -2.82664 3.70760
H 0.13578 -1.24950 6.04932
H -1.12842 -0.63790 5.43038
C -1.70367 4.27083 1.85236
O -2.05280 4.00384 0.48490
C -3.19342 3.22742 0.19382
C -3.47193 3.38563 -1.34335
C -3.46727 4.84684 -1.72738
N -4.68310 2.62058 -1.83210
H -0.86270 5.01547 1.68916
H -1.30100 3.38738 2.33304
H -2.56695 4.70989 2.44463
H -3.01501 2.14787 0.42660
H -3.97312 3.44829 0.88814
H -2.57713 2.93300 -1.83554
H -4.28067 5.38313 -1.29332
H -3.56399 4.95142 -2.78304
H -2.53336 5.36352 -1.48478
H -4.62704 2.77401 -2.87036
H -5.51580 3.13184 -1.53820
C 5.56100 -1.61682 1.45778
O 4.14469 -1.60242 1.42716
C 3.65322 -2.83536 0.95507
C 3.82974 -3.08585 -0.51841
C 3.32372 -1.91649 -1.34164
N 3.14565 -4.38170 -0.68509
H 5.77763 -0.58034 1.68608
H 6.08055 -1.80116 0.49220
H 5.84112 -2.43524 2.13711
H 4.04372 -3.65048 1.60049
H 2.58352 -2.90279 1.24706
H 4.87612 -3.20980 -0.78782
H 3.91471 -1.03978 -1.17803
H 2.33357 -1.65332 -0.97672
H 3.29395 -2.17559 -2.40147
H 3.33485 -4.83901 -1.59363
H 2.12987 -4.26632 -0.63997
C 2.56688 0.82260 -3.54916
O 1.44652 1.35299 -2.90759
C 1.73097 1.68881 -1.60095
C 0.73468 2.75151 -1.07014
C 0.84630 4.21822 -1.51729
N 0.88638 2.76517 0.39972
H 2.30440 0.58886 -4.58271
H 2.86966 -0.06564 -3.03236
H 3.45092 1.51723 -3.54145
H 1.57238 0.81269 -0.95117
H 2.83984 1.95347 -1.51665
H -0.24957 2.30264 -1.29131
H 1.77787 4.64441 -1.14997
H -0.01404 4.83530 -1.11341
H 0.82157 4.26304 -2.58577
H 0.18111 3.36927 0.78664
H 0.71605 1.84851 0.74726
O 5.85409 1.94487 1.61085
C 4.67030 2.11824 2.34546
C 4.06385 3.53515 2.27417
O 3.66488 3.72355 0.92869
H 5.67072 2.14976 0.68375
H 3.85761 1.36069 2.01124
H 4.85926 1.95421 3.42572
H 4.77498 4.36373 2.50735
H 3.28714 3.72030 3.04166
H 2.79112 3.28696 0.83476
O -0.10575 -3.27857 -1.57241
C 0.54153 -3.27048 -2.83879
C -0.31885 -3.86895 -3.87603
O -1.60183 -3.22514 -3.93138
H -1.06575 -3.20049 -1.80641
H 0.71341 -2.25115 -3.16301
H 1.52562 -3.82594 -2.89752
H -0.55503 -4.95319 -3.69541
H 0.08919 -3.80513 -4.89423
H -1.79009 -2.72948 -4.70907
O 0.31059 -2.19070 0.84628
C 0.59176 -0.96654 1.44623
C -0.69427 -0.10898 1.36508
O -0.99435 -0.00809 -0.02153
H 0.01048 -2.07933 -0.07851
H 0.82756 -1.21887 2.47039
H 1.42588 -0.42514 0.98022
H -0.54379 0.87319 1.79679
H -1.48534 -0.67973 1.94300
H -1.96191 -0.30384 -0.20320



[4]
112
Properties=species:S:1:pos:R:3 method="wB97M-V/def2-TZVPD" e_above_lowest_ev=0.068 spin_multiplicity=2 orbital_gap_ev="9.044 / 2.895" s_squared=0.754 charge=+1
C 16.78146 5.16506 -25.84005
C 17.05830 5.85254 -27.16883
O 15.98808 6.77626 -27.36496
H 16.92891 5.74514 -24.92908
H 17.35651 4.23931 -25.81963
H 15.70504 4.99537 -25.86481
H 17.00003 5.07566 -27.93116
H 18.07438 6.23220 -27.27616
H 15.82309 7.28538 -26.56798
C 16.93458 1.79536 -22.81225
C 16.02446 2.96848 -23.02633
O 14.59835 2.57193 -22.83832
H 16.59229 1.17626 -21.98300
H 17.90719 2.14822 -22.46931
H 16.99334 1.17690 -23.70788
H 16.15588 3.43013 -24.00495
H 16.15879 3.85552 -22.40730
H 14.41710 1.79708 -23.37531
C 20.23643 0.73676 -18.31242
C 19.67863 2.00031 -18.93424
O 20.68234 2.66774 -19.63561
H 20.93840 0.25312 -18.99170
H 19.48391 0.02359 -17.97595
H 20.74528 0.95625 -17.37381
H 19.22229 2.61601 -18.15915
H 18.89638 1.80312 -19.66725
H 21.35258 3.01060 -19.03993
C 16.27163 4.71433 -19.31308
C 15.18961 3.63890 -19.11974
C 15.57769 2.53699 -18.15193
O 14.62220 1.45749 -18.13181
C 15.22524 0.32727 -18.81462
N 14.03596 4.36862 -18.73617
H 17.19448 4.31618 -19.73491
H 16.44746 5.20670 -18.35665
H 15.88688 5.48052 -19.98615
H 15.00486 3.18018 -20.09110
H 15.58951 3.07695 -17.20514
H 16.59743 2.25115 -18.40988
H 14.49891 -0.48471 -18.84979
H 16.10535 -0.04339 -18.28917
H 15.45258 0.52749 -19.86168
H 14.13522 4.58363 -17.75432
H 13.24826 3.73706 -18.70866
C 13.19155 5.70788 -24.61190
C 13.55888 5.93598 -23.18414
C 13.29096 7.44371 -22.64625
O 14.20232 8.23771 -23.32207
C 14.06030 9.64388 -23.10506
N 12.80558 5.02938 -22.40730
H 13.26101 4.66791 -24.93083
H 13.77488 6.27348 -25.33848
H 12.18108 6.07303 -24.79556
H 14.62219 5.71548 -23.09004
H 13.45386 7.44945 -21.56851
H 12.27258 7.80896 -22.77888
H 13.08901 9.94048 -23.50093
H 14.85055 10.20258 -23.60651
H 14.05257 9.91060 -22.04822
H 13.32451 4.19135 -22.62757
H 12.99495 5.02534 -21.41522
C 20.10960 -3.89428 -18.31026
C 20.81439 -3.85245 -19.62445
C 20.64200 -2.53685 -20.47193
O 19.32446 -2.55910 -21.01337
C 18.84113 -1.46123 -21.79435
N 22.23764 -3.93314 -19.22226
H 20.26343 -3.02112 -17.67620
H 20.33899 -4.79417 -17.73957
H 19.03471 -3.87230 -18.48973
H 20.50549 -4.71170 -20.21974
H 21.41944 -2.57852 -21.23478
H 20.89667 -1.71415 -19.80380
H 19.28672 -1.59149 -22.78054
H 18.93824 -0.46390 -21.36539
H 17.77198 -1.62472 -21.92960
H 22.36493 -4.86696 -18.85910
H 22.77858 -3.90446 -20.07470
C 15.14578 2.25353 -27.21461
C 15.77911 1.30170 -28.23964
C 17.25555 1.16715 -27.97801
O 17.96948 2.37719 -28.09123
C 18.08318 2.86173 -29.48443
N 15.12809 0.02345 -27.99627
H 14.08888 1.98744 -27.19821
H 15.24302 3.25573 -27.63205
H 15.64935 2.25473 -26.24791
H 15.59102 1.72170 -29.22773
H 17.78663 0.44907 -28.60284
H 17.39813 0.81010 -26.95806
H 18.42291 3.89708 -29.51175
H 17.15449 2.71789 -30.03665
H 18.89621 2.34600 -29.99540
H 15.46592 -0.36206 -27.12600
H 15.59788 -0.57557 -28.66003
C 13.67838 -0.65339 -21.69310
C 12.95073 -0.50767 -23.02221
C 11.64145 0.31263 -22.82965
O 10.73175 -0.10741 -21.79760
C 10.12652 -1.40661 -21.99460
N 13.88122 0.08491 -23.99236
H 14.70111 -1.02917 -21.72316
H 13.11336 -1.29453 -21.01650
H 13.76998 0.30777 -21.18725
H 12.72383 -1.50216 -23.40639
H 11.09058 0.33958 -23.76982
H 11.86932 1.37526 -22.74593
H 9.40861 -1.67815 -21.22066
H 10.87616 -2.19163 -22.09402
H 9.63116 -1.42104 -22.96543
H 13.31765 0.29691 -24.80326
H 14.57070 -0.55396 -24.36190